# 1
C29H24MnN3O5S as an isolated structure at a distorted geometry. Source: the OMol25 dataset; level of theory: ωB97M-V/def2-TZVPD.

XYZ file:
```
63
Properties=species:S:1:pos:R:3:lowdin_spin:R:1
Mn 1.545 2.454 -0.156 4.36
N 5.516 1.805 1.777 0.00
C 4.275 2.122 1.320 0.01
O 4.069 2.245 0.121 0.05
C 3.215 2.356 2.352 0.01
C 2.158 3.324 1.802 0.03
H 6.222 1.556 1.102 0.00
H 5.664 1.558 2.741 0.00
H 3.668 2.712 3.291 0.00
H 2.749 1.383 2.553 0.00
H 2.637 4.307 1.660 0.01
H 1.376 3.451 2.558 0.01
O 1.526 4.297 -2.627 0.12
C 1.740 3.575 -1.738 0.19
C -7.899 2.188 3.871 0.00
C -7.651 2.799 2.526 0.00
O -7.526 3.971 2.271 0.00
S -7.477 1.519 1.234 0.00
C -5.750 1.816 0.867 0.01
C -4.855 0.784 1.113 0.00
C -3.508 0.982 0.903 0.01
C -3.028 2.219 0.451 0.01
C -3.954 3.237 0.191 0.01
C -5.306 3.039 0.391 0.00
C -1.641 2.417 0.263 0.07
C -0.429 2.551 0.115 0.01
H -8.195 2.950 4.588 0.00
H -6.971 1.725 4.214 0.00
H -8.662 1.415 3.802 0.00
H -5.231 -0.163 1.471 0.00
H -2.808 0.184 1.098 0.00
H -3.601 4.191 -0.172 0.00
H -6.014 3.833 0.205 0.00
O 1.622 -0.533 2.354 0.00
C 1.530 -0.680 1.151 0.00
N 1.263 -1.890 0.550 0.00
C 1.562 -1.851 -0.855 0.00
C 1.692 -0.316 -1.021 0.01
O 1.817 0.282 -2.082 0.03
N 1.689 0.272 0.178 0.03
C 0.516 -2.514 -1.733 0.00
C -0.082 -3.700 -1.321 0.00
C -0.961 -4.371 -2.151 0.00
C -1.244 -3.870 -3.410 0.00
C -0.663 -2.684 -3.823 0.00
C 0.212 -2.009 -2.990 0.00
C 2.898 -2.496 -1.203 0.00
C 3.548 -3.352 -0.324 0.00
C 4.740 -3.956 -0.685 0.00
C 5.303 -3.699 -1.922 0.00
C 4.677 -2.817 -2.788 0.00
C 3.479 -2.225 -2.436 0.00
H 1.247 -2.734 1.096 0.00
H 0.148 -4.114 -0.351 0.00
H -1.422 -5.293 -1.823 0.00
H -1.911 -4.409 -4.068 0.00
H -0.887 -2.285 -4.803 0.00
H 0.658 -1.080 -3.308 0.00
H 3.137 -3.557 0.653 0.00
H 5.228 -4.625 0.009 0.00
H 6.228 -4.180 -2.204 0.00
H 5.124 -2.583 -3.743 0.00
H 2.996 -1.531 -3.105 0.00
```

The value obtained for the strongest force on any atom is 5.52 eV/Å. Its multiplicity is 6. The net charge is -1.

# 2
A 2-piece molecular cluster, CHO3S3 overall at a distorted geometry. Source: the OMol25 dataset; level of theory: ωB97M-V/def2-TZVPD.

XYZ file:
```
8
Properties=species:S:1:pos:R:3:nbo_charge:R:1
C 0.340 -0.194 -1.118 -0.59
O -4.263 0.764 2.357 -0.83
O -2.265 -0.478 -1.780 -1.06
O -5.039 -1.437 1.685 -0.83
S 1.900 0.153 -1.209 -0.23
S -1.030 0.357 -2.128 0.71
S -4.001 -0.422 1.500 1.65
H -0.082 -1.031 -0.628 0.17
```

The value obtained for the strongest force on any atom is 4.41 eV/Å. Its multiplicity is 1. The net charge is -1.

# 3
A 3-piece molecular cluster, C2H10N2O2 overall at a distorted geometry. Source: the OMol25 dataset; level of theory: ωB97M-V/def2-TZVPD.

XYZ file:
```
16
Properties=species:S:1:pos:R:3:nbo_charge:R:1
C -0.917 0.196 1.544 -0.46
N -0.365 0.856 0.364 -0.57
C 0.803 1.350 0.375 0.33
N 1.910 0.858 1.024 -0.82
H -0.588 -0.846 1.665 0.19
H -0.636 0.742 2.452 0.19
H -2.004 0.210 1.464 0.21
H 0.938 2.302 -0.148 0.17
H 2.749 1.397 0.919 0.40
H 1.683 0.384 1.892 0.39
O -1.679 -0.797 -1.503 -0.98
H -2.625 -0.853 -1.623 0.48
H -1.426 -0.383 -0.666 0.50
O 0.808 -1.800 -2.974 -0.96
H -0.039 -1.593 -2.553 0.50
H 1.388 -2.024 -2.234 0.46
```

The value obtained for the strongest force on any atom is 1.85 eV/Å. Its multiplicity is 1. As for the SMILES: C/N=C\N.O.O. The net charge is 0.

# 4
A 2-piece molecular cluster, BrH2O2PS overall at a distorted geometry. Source: the OMol25 dataset; level of theory: ωB97M-V/def2-TZVPD.

XYZ file:
```
7
Properties=species:S:1:pos:R:3:nbo_charge:R:1
O 3.845 0.352 1.550 -0.96
P 3.637 0.646 0.147 1.87
O 3.738 -0.695 -0.744 -0.93
S 2.689 2.019 -0.848 -0.49
H 3.199 -0.310 -1.466 0.51
Br -2.632 1.170 0.180 -0.19
H -2.833 2.398 -0.427 0.19
```

The value obtained for the strongest force on any atom is 2.04 eV/Å. Its multiplicity is 1. As for the SMILES: O=P(O)=S.Br. The net charge is 0.

# 5
C58H51AsN4PdS2 as an isolated structure at a distorted geometry. Source: the OMol25 dataset; level of theory: ωB97M-V/def2-TZVPD.

XYZ file:
```
117
Properties=species:S:1:pos:R:3:lowdin_charge:R:1
Pd 0.201 0.494 -0.297 0.77
C 3.815 0.340 -2.855 -0.02
C 4.110 -0.486 -1.638 -0.21
C 5.167 -1.381 -1.617 -0.02
C 5.447 -2.124 -0.483 -0.05
C 4.633 -2.020 0.626 -0.04
C 3.555 -1.149 0.640 -0.22
C 2.705 -1.040 1.869 -0.03
C 3.317 -0.354 -0.486 -0.24
N 2.341 0.660 -0.504 0.07
C 2.729 1.896 -0.349 -0.23
C 4.120 2.287 0.028 0.03
C 1.767 2.925 -0.686 -0.23
C 2.251 4.236 -1.208 0.03
N 0.521 2.611 -0.583 0.06
C -0.557 3.389 -0.975 -0.23
C -1.044 4.404 -0.135 -0.20
C -0.350 4.723 1.151 -0.01
C -2.161 5.118 -0.543 -0.02
C -2.784 4.835 -1.746 -0.04
C -2.289 3.837 -2.574 -0.03
C -1.175 3.103 -2.206 -0.22
C -0.581 2.071 -3.126 -0.05
H 4.137 -0.188 -3.748 0.09
H 4.343 1.294 -2.822 0.08
H 2.747 0.550 -2.936 0.07
H 5.792 -1.487 -2.488 0.13
H 6.293 -2.790 -0.473 0.12
H 4.834 -2.593 1.518 0.13
H 2.695 -1.986 2.408 0.10
H 1.677 -0.766 1.601 0.02
H 3.104 -0.279 2.542 0.07
H 4.641 1.466 0.517 0.10
H 4.109 3.156 0.682 0.10
H 4.693 2.552 -0.862 0.11
H 3.031 4.091 -1.953 0.10
H 2.679 4.824 -0.397 0.10
H 1.432 4.797 -1.650 0.10
H -0.009 3.819 1.653 0.06
H -1.013 5.268 1.816 0.09
H 0.521 5.350 0.966 0.09
H -2.536 5.910 0.088 0.12
H -3.658 5.390 -2.045 0.11
H -2.759 3.638 -3.526 0.12
H -1.310 1.747 -3.865 0.08
H -0.204 1.184 -2.569 0.03
H 0.260 2.504 -3.673 0.09
S -6.915 0.473 -1.936 1.09
C -7.178 0.566 -3.619 -0.38
C -6.013 0.560 -4.331 -0.16
C -4.880 0.482 -3.509 -0.12
C -5.183 0.436 -2.165 -0.47
C -4.284 0.459 -1.042 -0.17
C -2.882 0.485 -1.222 -0.05
N -2.018 0.644 -0.245 0.05
C -2.476 0.808 1.017 -0.14
C -3.853 0.689 1.323 -0.11
C -4.270 0.793 2.686 0.01
C -3.374 0.993 3.682 0.01
C -1.977 1.108 3.413 -0.12
C -1.006 1.214 4.415 0.08
C 0.339 1.339 4.071 -0.19
C 0.643 1.418 2.697 -0.13
N -0.244 1.246 1.749 0.02
C -1.542 1.066 2.063 -0.18
C 1.416 1.354 5.023 -0.47
C 1.430 0.889 6.314 -0.10
C 2.690 1.004 6.927 -0.16
C 3.626 1.569 6.116 -0.38
S 3.000 1.941 4.570 1.05
C -4.747 0.496 0.271 0.06
H -8.179 0.632 -4.000 0.08
H -5.977 0.614 -5.404 0.11
H -3.876 0.467 -3.893 0.10
H -2.474 0.350 -2.215 0.10
H -5.324 0.707 2.902 0.13
H -3.696 1.071 4.708 0.13
H -1.308 1.204 5.451 0.13
H 1.666 1.606 2.395 0.07
H 0.575 0.459 6.801 0.12
H 2.899 0.679 7.927 0.11
H 4.646 1.802 6.343 0.07
H -5.801 0.379 0.475 0.11
C 3.476 -4.012 -3.000 -0.06
C 3.372 -4.283 -1.646 -0.06
C 2.377 -3.687 -0.892 -0.11
C 1.477 -2.813 -1.489 -0.34
C 1.633 -2.493 -2.835 -0.12
C 2.613 -3.106 -3.593 -0.07
As 0.020 -1.965 -0.504 1.36
C -0.111 -2.982 1.152 -0.39
C 0.063 -4.364 1.195 -0.12
C -0.023 -5.038 2.400 -0.05
C -0.317 -4.348 3.565 -0.05
C -0.533 -2.981 3.526 -0.06
C -0.431 -2.306 2.322 -0.12
C -1.545 -2.669 -1.439 -0.35
C -1.807 -2.295 -2.754 -0.13
C -2.898 -2.814 -3.426 -0.07
C -3.751 -3.698 -2.785 -0.06
C -3.517 -4.050 -1.468 -0.05
C -2.424 -3.534 -0.795 -0.09
H 4.235 -4.501 -3.590 0.12
H 4.066 -4.962 -1.174 0.12
H 2.305 -3.899 0.169 0.10
H 0.985 -1.754 -3.295 0.09
H 2.703 -2.881 -4.645 0.12
H 0.246 -4.910 0.277 0.12
H 0.125 -6.107 2.433 0.12
H -0.394 -4.879 4.498 0.11
H -0.776 -2.443 4.431 0.11
H -0.618 -1.238 2.281 0.07
H -1.142 -1.605 -3.265 0.09
H -3.082 -2.541 -4.454 0.11
H -4.594 -4.113 -3.312 0.11
H -4.178 -4.737 -0.962 0.12
H -2.247 -3.821 0.234 0.10
```

The value obtained for the strongest force on any atom is 2.32 eV/Å. Its multiplicity is 1. The net charge is +2.

# 6
An isolated ion of composition C64H83N6O3 and charge +1 at a distorted geometry. Source: the OMol25 dataset; level of theory: ωB97M-V/def2-TZVPD.

XYZ file:
```
156
Properties=species:S:1:pos:R:3:lowdin_charge:R:1
C 3.675 -4.274 -2.736 -0.06
C 4.607 -3.436 -1.852 -0.38
C 5.593 -4.353 -1.121 -0.08
C 3.798 -2.522 -0.950 -0.17
C 3.562 -2.809 0.395 0.03
C 2.663 -2.067 1.151 -0.09
C 2.347 -2.504 2.577 -0.36
C 3.253 -3.597 3.149 -0.06
C 0.883 -2.844 2.768 -0.04
C 2.068 -0.884 0.593 -0.04
C 1.199 0.019 1.382 -0.08
N 1.694 0.772 2.449 0.08
C 2.923 0.570 3.178 -0.09
C 2.831 0.149 4.522 -0.15
C 1.515 0.135 5.288 -0.38
C 1.357 1.482 5.981 -0.05
C 1.399 -1.076 6.212 -0.05
C 3.997 -0.272 5.165 -0.02
C 5.193 -0.361 4.464 -0.03
C 5.285 0.120 3.162 -0.01
C 4.181 0.691 2.533 -0.10
C 4.373 1.542 1.280 -0.37
C 5.586 1.069 0.471 -0.06
C 4.491 3.031 1.609 -0.03
N 0.761 1.607 2.922 0.21
N -0.313 1.458 2.110 0.06
C -1.450 2.316 2.391 -0.06
C -2.469 1.825 3.247 -0.12
C -2.399 0.443 3.887 -0.38
C -3.688 -0.355 3.678 -0.06
C -2.061 0.536 5.377 -0.04
C -3.469 2.676 3.717 -0.02
C -3.432 4.035 3.423 -0.03
C -2.366 4.536 2.682 -0.02
C -1.349 3.708 2.202 -0.12
C -0.108 4.463 1.709 -0.36
C 0.596 3.943 0.460 -0.06
C 0.874 4.670 2.863 -0.06
C -0.072 0.444 1.172 -0.07
C -0.852 0.173 -0.104 -0.10
C 2.410 -0.524 -0.755 -0.11
C 2.012 0.801 -1.427 -0.36
C 1.061 0.619 -2.622 -0.05
C 3.204 1.589 -1.985 -0.05
C 3.223 -1.376 -1.496 0.02
H 2.998 -3.630 -3.308 0.08
H 4.250 -4.886 -3.440 0.09
H 3.064 -4.945 -2.116 0.09
H 5.185 -2.773 -2.513 0.14
H 6.229 -3.789 -0.431 0.08
H 5.064 -5.134 -0.561 0.08
H 6.241 -4.844 -1.855 0.09
H 4.072 -3.655 0.861 0.10
H 2.546 -1.616 3.190 0.10
H 4.311 -3.313 3.065 0.09
H 3.036 -3.737 4.218 0.08
H 3.084 -4.555 2.638 0.09
H 0.267 -1.969 2.540 0.05
H 0.586 -3.651 2.084 0.10
H 0.661 -3.151 3.800 0.09
H 0.705 0.053 4.553 0.10
H 1.109 2.231 5.218 0.06
H 0.565 1.460 6.737 0.08
H 2.299 1.778 6.463 0.10
H 1.719 -1.991 5.691 0.07
H 2.018 -0.948 7.110 0.09
H 0.358 -1.222 6.528 0.07
H 3.960 -0.535 6.223 0.12
H 6.077 -0.761 4.954 0.12
H 6.248 0.100 2.653 0.11
H 3.467 1.396 0.673 0.09
H 5.501 -0.003 0.241 0.09
H 5.681 1.618 -0.472 0.08
H 6.512 1.246 1.036 0.08
H 3.649 3.370 2.226 0.07
H 5.422 3.224 2.161 0.10
H 4.508 3.629 0.688 0.09
H -1.560 -0.062 3.397 0.09
H -4.102 -0.190 2.675 0.09
H -3.511 -1.430 3.800 0.07
H -4.448 -0.063 4.416 0.09
H -1.387 1.379 5.580 0.08
H -2.971 0.676 5.977 0.09
H -1.565 -0.385 5.711 0.08
H -4.249 2.271 4.366 0.13
H -4.196 4.709 3.805 0.12
H -2.298 5.610 2.497 0.13
H -0.493 5.458 1.446 0.13
H -0.111 3.582 -0.297 0.08
H 1.179 4.763 0.011 0.10
H 1.313 3.147 0.704 0.05
H 0.398 5.207 3.691 0.09
H 1.204 3.693 3.241 0.04
H 1.754 5.240 2.539 0.09
H -1.086 1.179 -0.542 0.15
H -0.026 -0.221 -0.712 0.09
H 1.529 1.432 -0.669 0.10
H 0.105 0.143 -2.380 0.04
H 0.813 1.600 -3.053 0.10
H 1.531 -0.014 -3.387 0.09
H 3.985 1.752 -1.239 0.04
H 3.649 1.056 -2.837 0.09
H 2.862 2.576 -2.328 0.09
H 3.451 -1.113 -2.536 0.13
C -3.889 -2.013 -7.023 -0.01
N -3.457 -1.045 -6.045 -0.03
C -3.438 0.285 -6.344 -0.37
O -3.674 0.773 -7.448 0.08
C -3.079 1.034 -5.058 -0.18
C -4.231 1.960 -4.662 -0.09
C -4.402 3.132 -5.611 -0.23
C -5.648 3.398 -6.192 -0.04
C -5.779 4.429 -7.129 -0.07
C -4.669 5.217 -7.460 -0.09
C -3.432 4.978 -6.850 -0.08
C -3.303 3.943 -5.915 -0.05
N -2.805 -0.053 -4.116 0.00
C -2.534 0.178 -2.785 -0.07
C -2.159 -0.804 -1.920 -0.07
C -1.963 -0.712 -0.384 -0.24
C -1.948 -2.148 0.260 -0.11
C -1.911 -3.321 -0.493 0.07
C -2.319 -4.547 0.080 -0.14
N -2.791 -5.567 -0.801 -0.31
O -3.282 -6.612 -0.326 0.08
O -2.712 -5.360 -2.041 0.05
C -2.462 -4.690 1.463 0.01
C -2.314 -3.553 2.254 -0.05
C -2.094 -2.298 1.645 -0.05
C -3.162 -1.386 -4.659 -0.46
C -4.392 -1.915 -3.916 0.01
C -2.071 -2.473 -4.654 0.01
H -3.904 -1.554 -8.014 0.10
H -3.201 -2.862 -7.031 0.08
H -4.899 -2.379 -6.796 0.10
H -2.159 1.622 -5.240 0.15
H -5.152 1.350 -4.635 0.13
H -4.043 2.325 -3.641 0.11
H -6.500 2.769 -5.923 0.11
H -6.748 4.607 -7.600 0.11
H -4.771 6.019 -8.194 0.10
H -2.561 5.587 -7.099 0.10
H -2.341 3.748 -5.436 0.11
H -2.556 1.234 -2.477 0.13
H -1.875 -1.746 -2.379 0.05
H -2.867 -0.202 0.025 0.15
H -1.679 -3.348 -1.550 0.10
H -2.687 -5.669 1.877 0.13
H -2.354 -3.649 3.348 0.12
H -2.045 -1.398 2.265 0.07
H -5.198 -1.167 -3.955 0.10
H -4.729 -2.849 -4.381 0.09
H -4.121 -2.111 -2.870 0.08
H -1.156 -2.116 -5.146 0.10
H -1.843 -2.857 -3.655 0.05
H -2.436 -3.344 -5.215 0.08
```

The value obtained for the strongest force on any atom is 3.76 eV/Å. Its multiplicity is 1. The net charge is +1.

# 7
A 9-piece molecular cluster, C23H54N2O15P overall at a distorted geometry. Source: the OMol25 dataset; level of theory: ωB97M-V/def2-TZVPD.

XYZ file:
```
95
Properties=species:S:1:pos:R:3:lowdin_charge:R:1
N 0.622 0.563 -0.482 0.36
H 1.041 -0.321 -0.481 0.06
H -0.145 0.663 0.208 0.11
H 0.094 0.788 -1.298 0.08
H 1.205 1.230 -0.329 0.00
N -2.854 2.786 1.812 0.27
H -3.413 2.666 0.994 0.10
H -3.352 2.734 2.697 0.13
H -2.423 3.736 1.622 0.13
H -2.158 2.121 1.619 0.04
P -0.928 3.360 -0.545 -0.28
O -1.671 4.548 -0.310 -0.37
O -0.278 2.885 0.859 -0.50
O 0.269 3.478 -1.571 -0.46
O -1.714 2.228 -0.899 -0.38
O 1.319 -1.216 2.033 0.07
C 0.929 -1.736 3.109 -0.56
O 1.490 -2.572 3.844 0.03
C 2.576 -3.207 3.297 -0.27
C 3.190 -4.130 4.311 -0.11
C -0.250 -1.205 3.920 0.03
H 3.404 -2.501 3.014 0.14
H 2.242 -3.884 2.344 0.18
H 3.922 -4.876 3.939 0.08
H 2.416 -4.900 4.726 0.10
H 3.494 -3.666 5.313 0.10
H -0.996 -2.007 3.899 0.07
H -0.667 -0.518 3.342 -0.01
H -0.194 -0.642 5.034 0.17
O -2.319 -0.602 1.211 0.09
C -3.435 -0.621 0.700 -0.42
O -4.572 -1.117 1.268 0.00
C -4.603 -1.471 2.611 -0.27
C -5.916 -2.100 2.964 -0.04
C -3.709 -0.242 -0.758 0.05
H -4.539 -0.564 3.154 0.10
H -3.670 -1.940 3.022 0.14
H -5.836 -2.875 2.397 0.02
H -6.751 -1.628 2.540 0.08
H -5.990 -2.154 4.029 0.09
H -4.428 0.418 -0.810 0.04
H -4.013 -1.020 -1.363 0.07
H -2.949 0.241 -1.225 0.02
O 3.353 6.810 1.502 0.03
C 2.724 5.758 1.319 -0.44
O 3.369 4.564 1.009 -0.02
C 2.712 3.365 0.890 -0.30
C 3.852 2.265 0.692 -0.06
C 1.211 5.834 1.168 0.00
H 1.847 3.326 0.146 0.08
H 2.029 2.958 1.630 0.09
H 4.486 2.079 1.649 0.09
H 4.646 2.550 0.051 0.04
H 3.407 1.237 0.315 0.07
H 0.899 5.633 0.102 0.10
H 0.794 6.792 1.368 0.06
H 0.750 5.078 1.877 0.09
O 0.109 -2.029 -2.101 0.07
C -0.855 -2.818 -2.146 -0.44
O -1.328 -3.603 -1.068 -0.03
C -0.665 -3.517 0.153 -0.21
C -1.425 -4.460 1.220 0.01
C -1.701 -3.043 -3.340 0.00
H -0.463 -2.690 0.637 0.03
H 0.430 -3.921 0.042 0.15
H -2.224 -4.154 1.495 -0.07
H -0.759 -4.283 2.065 0.07
H -1.557 -5.583 0.994 0.12
H -1.166 -3.821 -3.878 0.09
H -1.708 -2.169 -4.064 0.09
H -2.811 -3.292 -3.117 0.12
O 4.837 0.945 -3.381 0.04
C 3.820 0.942 -2.636 -0.45
O 3.438 0.091 -1.655 -0.04
C 4.355 -0.997 -1.564 -0.23
C 3.834 -1.719 -0.228 -0.08
C 2.872 2.151 -2.758 0.02
H 5.397 -0.940 -1.505 0.10
H 4.326 -1.736 -2.298 0.09
H 4.360 -2.718 -0.061 0.07
H 2.660 -1.842 -0.292 0.08
H 4.193 -1.049 0.712 0.11
H 3.076 2.873 -3.498 0.07
H 3.020 2.888 -1.930 0.09
H 1.808 1.865 -2.833 0.06
C -2.391 1.211 -6.290 -0.06
C -1.241 0.647 -5.561 -0.46
O -0.157 0.408 -6.223 -0.02
C -1.167 0.831 -4.040 -0.03
H -2.231 2.221 -6.520 0.07
H -3.316 1.125 -5.579 0.11
H -2.463 0.592 -7.249 0.10
H -1.819 1.757 -3.741 0.12
H -0.096 0.978 -3.691 0.08
H -1.544 -0.148 -3.560 0.07
```

The value obtained for the strongest force on any atom is 12.23 eV/Å. Its multiplicity is 1. The net charge is -1.

The records above give, respectively, energy relative to the best compared isomer or geometry (same formula, charge and spin) values of 12.9, 37.7, 23.2, 33.1, 18.6, 0.0, 0.0 kcal/mol.